The following is a DFT calculation (ωB97M-V/def2-TZVPD) of a 2-piece molecular cluster, C6H5O5 overall in a non-equilibrium geometry.

charge	-1
orbital gap	7.509	eV

The geometry in XYZ format:
```
16
Properties=species:S:1:pos:R:3:mulliken_charge:R:1
C 0.04 0.34 -1.86 -0.432
C -0.13 0.00 -0.49 0.140
C -1.18 -1.00 -0.49 0.340
C 0.54 0.47 0.64 0.247
C -1.00 -0.36 -2.59 0.340
C 0.98 0.25 2.94 -0.838
O 0.32 -0.71 -2.80 -0.450
O -1.59 -1.82 0.33 -0.683
O 1.32 1.40 0.61 -0.710
O -1.81 -1.09 -1.78 -0.281
O 0.28 -0.17 1.81 -0.267
H 0.46 1.18 -2.36 0.502
H -1.75 0.36 -3.77 0.160
H 0.85 1.19 3.29 0.363
H 2.15 0.20 2.80 0.226
H 0.53 -0.24 3.73 0.344
```

=====

The following is a DFT calculation (ωB97M-V/def2-TZVPD) of C32H38NO5P2W as an isolated structure in a non-equilibrium geometry.

charge	+3
orbital gap	5.559	eV

The geometry in XYZ format:
```
79
Properties=species:S:1:pos:R:3:mulliken_charge:R:1
W 0.25 1.18 0.67 0.542
O -1.42 3.02 3.56 -0.415
C -0.64 2.24 3.16 0.033
O -0.91 1.42 2.04 -0.708
C 0.71 1.89 3.79 0.096
C 0.88 0.36 3.79 -0.271
C 1.95 -0.07 4.79 -0.908
C 3.24 0.40 4.09 -0.973
C 2.71 0.95 2.78 -0.241
O 1.51 0.15 2.48 -0.326
C 2.00 2.32 2.96 -0.135
C 1.54 2.70 1.57 0.522
O 0.50 3.32 1.36 -0.357
O 2.00 2.01 0.54 -0.563
H 0.71 2.34 4.79 0.749
H -0.05 -0.21 3.86 0.460
H 1.79 0.38 5.77 0.427
H 1.93 -1.15 4.91 0.394
H 3.78 1.17 4.65 0.370
H 3.93 -0.42 3.91 0.382
H 3.41 0.91 1.95 0.807
H 2.59 3.09 3.45 0.680
C 0.94 5.09 -0.92 -1.238
C 0.67 3.94 -1.89 -0.612
P -0.41 2.55 -1.37 0.347
C -0.54 1.52 -2.89 0.190
C -0.42 2.25 -4.23 -1.601
C -2.05 3.26 -0.95 -0.580
C -2.87 3.67 -2.17 -1.398
H 1.34 5.93 -1.49 0.456
H 1.69 4.83 -0.17 0.267
H 0.05 5.44 -0.41 0.326
H 1.61 3.51 -2.24 0.495
H 0.14 4.34 -2.76 0.639
H -1.49 0.99 -2.85 0.076
H 0.24 0.76 -2.81 0.241
H -1.13 3.08 -4.32 0.344
H -0.65 1.55 -5.02 0.456
H 0.59 2.63 -4.40 0.390
H -1.87 4.14 -0.32 0.561
H -2.60 2.54 -0.33 0.468
H -2.36 4.44 -2.75 0.356
H -3.81 4.11 -1.83 0.436
H -3.11 2.83 -2.82 0.348
N 0.54 -0.40 -0.16 1.038
P 0.11 -1.97 -0.48 1.075
C 1.47 -2.91 -1.14 0.360
C 1.80 -2.84 -2.50 -0.463
C 2.90 -3.55 -2.95 -0.925
C 3.67 -4.29 -2.06 -0.525
C 3.34 -4.35 -0.71 -0.882
C 2.24 -3.65 -0.24 -0.596
C -1.36 -1.80 -1.55 1.292
C -2.33 -0.86 -1.20 -0.638
C -3.53 -0.82 -1.88 -0.755
C -3.76 -1.71 -2.93 -0.712
C -2.80 -2.65 -3.27 -0.861
C -1.61 -2.71 -2.56 -0.712
C -0.62 -2.78 0.97 0.910
C -0.71 -4.17 0.98 -0.647
C -1.48 -4.80 1.94 -0.880
C -2.18 -4.06 2.88 -0.656
C -2.09 -2.67 2.87 -1.096
C -1.31 -2.04 1.92 -0.765
H 1.19 -2.27 -3.19 0.425
H 3.17 -3.52 -4.00 0.467
H 4.53 -4.84 -2.42 0.460
H 3.93 -4.94 -0.03 0.465
H 1.97 -3.69 0.81 0.479
H -2.17 -0.18 -0.36 0.469
H -4.31 -0.12 -1.60 0.527
H -4.69 -1.67 -3.48 0.463
H -2.99 -3.36 -4.07 0.483
H -0.87 -3.47 -2.80 0.546
H -0.19 -4.76 0.23 0.527
H -1.55 -5.88 1.95 0.496
H -2.80 -4.55 3.61 0.453
H -2.64 -2.09 3.60 0.540
H -1.26 -0.97 1.89 1.102
```

=====

The following is a DFT calculation (ωB97M-V/def2-TZVPD) of C26H27CrN3OS as an isolated structure in a non-equilibrium geometry.

multiplicity	5
orbital gap (alpha / beta)	7.317 / 7.565	eV

The geometry in XYZ format:
```
59
Properties=species:S:1:pos:R:3:mulliken_spin:R:1
Cr 10.32 10.71 6.68 4.034
C 7.68 10.48 5.37 0.000
N 8.13 10.44 6.75 -0.115
C 7.59 11.64 7.45 0.028
C 7.87 9.15 7.43 0.039
C 6.57 8.69 7.55 0.001
C 6.26 7.71 8.46 0.005
C 7.28 7.11 9.16 -0.002
C 8.65 7.46 8.96 0.005
C 8.95 8.56 8.12 0.046
N 10.21 9.16 7.94 -0.044
C 11.48 8.76 8.37 -0.038
C 11.77 8.09 9.59 0.007
C 13.05 7.61 9.88 -0.003
C 14.09 7.84 8.99 0.009
C 13.85 8.67 7.87 -0.005
C 12.59 9.11 7.56 0.031
N 12.38 9.94 6.39 -0.082
C 13.45 10.96 6.22 0.043
C 12.14 9.15 5.17 -0.001
H 6.63 10.79 5.28 0.008
H 7.78 9.52 4.90 -0.004
H 8.30 11.23 4.87 0.026
H 6.51 11.60 7.56 0.007
H 7.91 12.54 6.91 -0.011
H 8.06 11.60 8.43 0.016
H 5.88 9.11 6.79 0.001
H 5.22 7.43 8.63 0.000
H 7.04 6.32 9.86 0.000
H 9.48 6.84 9.31 0.001
H 10.95 7.87 10.23 0.002
H 13.20 6.99 10.79 0.000
H 15.11 7.41 9.17 0.001
H 14.71 9.02 7.24 -0.001
H 14.42 10.49 6.13 0.007
H 13.34 11.65 7.10 0.001
H 13.20 11.51 5.30 -0.004
H 13.09 8.67 4.91 0.010
H 11.77 9.78 4.38 0.023
H 11.37 8.35 5.37 -0.002
C 14.56 20.71 6.01 0.000
C 13.69 19.45 6.03 0.002
O 13.89 18.59 6.86 0.001
S 12.35 19.31 4.85 0.001
C 11.83 17.68 5.24 0.033
C 11.46 17.30 6.56 -0.019
C 11.04 16.00 6.77 0.033
C 10.97 15.04 5.71 -0.082
C 11.20 15.53 4.41 0.054
C 11.63 16.83 4.19 -0.017
C 10.67 13.70 5.98 0.328
C 10.47 12.51 6.29 -0.371
H 14.13 21.38 6.72 0.000
H 14.63 21.21 5.04 0.000
H 15.60 20.38 6.30 0.000
H 11.55 17.96 7.42 0.000
H 10.83 15.67 7.77 0.001
H 11.08 14.82 3.59 -0.002
H 11.76 17.14 3.15 0.000
```

=====

The following is a DFT calculation (ωB97M-V/def2-TZVPD) of C6H14N2 as an isolated structure in a non-equilibrium geometry.

orbital gap	7.499	eV

The geometry in XYZ format:
```
22
Properties=species:S:1:pos:R:3:mulliken_charge:R:1
C -1.39 -1.74 0.79 -1.038
C -1.69 -0.76 -1.37 -1.027
C -0.35 2.07 0.74 -1.477
C 2.36 1.55 0.24 -1.053
N -1.26 -0.55 -0.01 -0.227
C 0.82 -0.16 -0.17 0.552
C 0.46 0.92 0.33 0.468
N 1.52 -1.23 -0.52 -0.477
H 1.78 -1.86 0.23 0.263
H 1.20 -1.72 -1.35 0.263
H -1.07 -1.54 1.82 0.276
H -2.43 -2.09 0.84 0.320
H -0.79 -2.60 0.41 0.290
H -1.10 -1.54 -1.89 0.265
H -2.74 -1.09 -1.41 0.343
H -1.62 0.17 -1.95 0.253
H -0.22 2.89 0.03 0.320
H -1.39 1.77 0.79 0.345
H 3.11 0.85 -0.13 0.343
H 2.54 1.81 1.28 0.329
H 2.28 2.41 -0.41 0.319
H -0.01 2.43 1.72 0.351
```

=====

The following is a DFT calculation (ωB97M-V/def2-TZVPD) of C2H13N2V as an isolated structure in a non-equilibrium geometry.

charge	+1
multiplicity	2
orbital gap (alpha / beta)	9.216 / 8.717	eV

The geometry in XYZ format:
```
18
Properties=species:S:1:pos:R:3:mulliken_spin:R:1
C -0.38 -1.44 1.53 -0.099
V -0.07 0.19 0.15 1.361
N 0.29 2.19 -0.63 -0.003
N -1.86 -0.30 -0.90 -0.011
H 0.99 2.34 -1.37 0.002
H -0.31 0.20 1.80 -0.135
H 0.30 -1.34 2.35 -0.001
H -0.03 -2.35 0.95 -0.022
H -1.40 -1.73 1.81 0.009
H -1.96 -0.37 -1.93 0.004
H -2.52 0.42 -0.57 0.000
H -2.33 -1.14 -0.59 0.004
H -0.62 2.54 -0.96 0.003
H 0.55 2.75 0.20 -0.001
C 1.99 -0.37 -0.38 -0.119
H 2.51 -0.94 0.42 0.003
H 2.76 0.40 -0.63 0.005
H 2.08 -1.07 -1.25 0.002
```

=====

The following is a DFT calculation (ωB97M-V/def2-TZVPD) of C5H9FN2S as an isolated structure in a non-equilibrium geometry.

orbital gap	9.162	eV

The geometry in XYZ format:
```
18
Properties=species:S:1:pos:R:3:mulliken_charge:R:1
C 2.71 -0.70 1.35 -0.540
C 3.09 -1.79 1.97 -0.177
C -0.86 0.34 -0.85 -0.713
C -0.90 -0.10 0.59 -0.476
C -2.13 -0.04 -1.50 -0.537
N 1.29 -0.87 1.09 -0.017
N 0.44 0.21 1.22 -0.300
F -3.24 0.53 -0.83 -0.319
S 1.37 -2.35 2.17 -0.171
H 3.08 0.27 0.99 0.349
H 3.99 -2.30 2.32 0.406
H -0.07 0.02 -1.51 0.353
H -0.74 1.37 -0.88 0.383
H -1.04 -1.09 0.53 0.409
H -1.58 0.51 1.18 0.328
H -2.20 -1.07 -1.54 0.373
H -2.15 0.29 -2.48 0.369
H 0.17 0.40 2.22 0.282
```

=====

The following is a DFT calculation (ωB97M-V/def2-TZVPD) of a 3-piece molecular cluster, C2H10N5 overall in a non-equilibrium geometry.

charge	+1
orbital gap	8.205	eV

The geometry in XYZ format:
```
17
Properties=species:S:1:pos:R:3:mulliken_charge:R:1
C 3.16 -1.22 -0.87 -0.986
C 1.83 -0.23 2.05 -0.156
N -5.12 1.55 -0.27 -0.266
N 1.43 -0.50 3.09 -0.011
N -3.53 0.16 -0.95 -0.357
N 2.26 -0.18 -0.52 -0.216
N -4.66 0.39 -0.58 0.001
H 4.13 -0.85 -0.50 0.368
H 3.00 -2.20 -0.50 0.339
H 3.25 -1.26 -1.92 0.401
H 2.19 0.05 0.56 0.221
H -4.47 2.44 -0.28 0.223
H -6.07 1.81 -0.40 0.263
H 1.62 -0.99 3.95 0.336
H 2.61 0.54 -0.99 0.320
H -2.95 0.97 -0.89 0.137
H 1.33 -0.49 -0.99 0.383
```

=====

The following is a DFT calculation (ωB97M-V/def2-TZVPD) of C2H6LuO2 as an isolated structure in a non-equilibrium geometry.

charge	+2
multiplicity	2
orbital gap (alpha / beta)	8.295 / 8.287	eV

The geometry in XYZ format:
```
11
Properties=species:S:1:pos:R:3:mulliken_spin:R:1
O -2.99 -0.77 2.15 1.036
Lu -0.92 -0.59 2.59 -0.042
C -0.03 -0.09 -0.62 0.004
C 1.05 0.96 -0.71 0.000
H -1.10 0.31 -0.56 -0.005
H -0.02 -0.77 -1.48 0.000
H 1.02 1.65 0.14 0.000
H 2.05 0.49 -0.76 0.000
H 0.91 1.54 -1.63 0.000
O 0.06 -0.89 0.58 0.006
H -0.03 -1.85 0.30 0.001
```

=====

The following is a DFT calculation (ωB97M-V/def2-TZVPD) of C17H30CoN6OS as an isolated structure in a non-equilibrium geometry.

charge	+2
multiplicity	2
orbital gap (alpha / beta)	6.692 / 7.665	eV

The geometry in XYZ format:
```
56
Properties=species:S:1:pos:R:3:mulliken_spin:R:1
Co 1.07 0.47 1.69 1.008
N 0.96 0.27 3.81 0.044
C 0.24 1.35 4.52 -0.005
C 0.79 2.73 4.16 0.002
C 0.33 3.24 2.79 0.003
N 1.06 2.59 1.69 -0.048
H 0.48 -0.61 4.01 -0.002
H 1.89 0.18 4.21 -0.001
H 0.33 1.21 5.60 0.003
H -0.81 1.29 4.25 0.000
H 1.89 2.71 4.19 0.000
H 0.45 3.44 4.91 0.000
H 0.49 4.32 2.75 -0.002
H -0.74 3.05 2.67 -0.001
H 2.04 2.89 1.73 0.005
H 0.70 2.96 0.81 -0.005
C 5.93 0.66 2.42 0.002
N 5.29 -0.01 1.30 -0.004
C 6.18 -0.43 0.23 0.003
C 4.02 -0.08 1.26 0.034
N 2.85 -0.09 1.30 -0.010
H 6.72 0.03 2.82 0.000
H 5.20 0.86 3.21 -0.001
H 6.36 1.60 2.08 0.000
H 6.96 -1.07 0.65 0.000
H 6.66 0.45 -0.21 0.000
H 5.64 -0.98 -0.54 -0.001
C -1.75 0.89 -4.00 0.000
C -2.31 1.48 -2.72 0.001
C -1.53 1.05 -1.47 0.000
N -1.71 -0.36 -1.24 -0.003
C -1.52 -0.98 -0.10 0.027
S -1.09 -0.13 1.34 -0.049
N -1.73 -2.29 0.05 -0.001
C -1.96 -3.34 -0.93 0.000
O -1.43 -4.38 -0.73 0.000
C -2.83 -3.01 -2.07 0.000
C -3.94 -2.17 -1.95 0.000
C -4.74 -1.94 -3.06 0.000
C -4.44 -2.53 -4.28 0.000
C -3.36 -3.39 -4.39 0.000
C -2.57 -3.65 -3.28 0.000
H -2.29 1.28 -4.86 0.000
H -1.84 -0.20 -4.03 0.000
H -0.70 1.15 -4.13 0.000
H -3.36 1.20 -2.60 0.000
H -2.27 2.57 -2.78 0.000
H -1.89 1.60 -0.60 0.000
H -0.47 1.27 -1.61 -0.001
H -2.09 -0.89 -2.02 0.001
H -1.44 -2.69 0.94 -0.001
H -4.21 -1.73 -1.00 0.000
H -5.61 -1.30 -2.97 0.000
H -5.05 -2.33 -5.15 0.000
H -3.14 -3.88 -5.32 0.000
H -1.73 -4.33 -3.34 0.000
```

=====

The following is a DFT calculation (ωB97M-V/def2-TZVPD) of C15H31AlBNO8P as an isolated structure.

charge	-1
orbital gap	6.487	eV

The geometry in XYZ format:
```
58
Properties=species:S:1:pos:R:3:mulliken_charge:R:1
C -0.86 -3.07 -0.75 -0.909
B -1.15 -2.74 -2.28 0.354
O -0.17 -3.20 -3.16 -0.596
Al -2.88 -1.76 -3.12 0.077
C -3.86 -0.46 -1.92 -1.174
C -3.04 0.12 -0.76 -0.384
C -2.01 1.16 -1.23 -0.892
C -0.57 0.68 -1.09 -0.359
N 0.42 1.75 -1.13 0.307
C 1.72 1.59 -0.75 -0.660
C 2.37 2.78 -0.89 -0.327
C 1.43 3.71 -1.40 -0.785
C 0.24 3.04 -1.53 -0.261
P -2.25 -0.72 -5.19 0.382
O -3.07 0.46 -5.66 -0.729
H -0.29 -2.23 -0.35 0.254
H -1.76 -3.21 -0.15 0.179
H -0.22 -3.96 -0.66 0.313
H 0.22 -4.01 -2.81 0.263
H -3.90 -2.98 -3.52 -0.371
H -4.21 0.39 -2.51 0.420
H -4.76 -0.95 -1.54 0.423
H -2.56 -0.66 -0.16 0.239
H -3.72 0.64 -0.07 0.319
H -2.24 1.44 -2.26 0.491
H -2.10 2.06 -0.62 0.462
H -0.32 -0.08 -1.83 0.138
H -0.48 0.21 -0.10 0.286
H 2.08 0.63 -0.41 0.356
H 3.41 2.96 -0.66 0.424
H 1.60 4.75 -1.63 0.415
H -0.70 3.41 -1.90 0.382
H -2.18 -1.71 -6.21 -0.020
H -0.87 -0.37 -5.16 -0.005
C 6.82 3.19 0.42 -0.710
O 5.89 4.01 1.13 -0.245
C 6.43 5.05 1.75 0.768
O 7.60 5.34 1.76 -0.554
O 5.45 5.72 2.37 -0.298
C 5.89 6.87 3.08 -0.637
H 6.24 2.40 -0.03 0.212
H 7.32 3.77 -0.36 0.333
H 7.56 2.77 1.10 0.327
H 6.35 7.59 2.41 0.293
H 6.59 6.60 3.87 0.291
H 5.00 7.30 3.53 0.215
C -5.49 -4.10 3.33 -0.613
O -4.63 -5.02 4.01 -0.326
C -3.38 -5.03 3.54 0.824
O -2.96 -4.35 2.65 -0.529
O -2.68 -5.93 4.24 -0.323
C -1.31 -6.03 3.83 -0.613
H -6.46 -4.20 3.80 0.198
H -5.12 -3.08 3.45 0.291
H -5.56 -4.34 2.27 0.298
H -0.80 -5.08 3.96 0.288
H -1.24 -6.34 2.79 0.294
H -0.86 -6.79 4.47 0.201
```

=====

The following is a DFT calculation (ωB97M-V/def2-TZVPD) of a 2-piece molecular cluster, C3H10NOS overall in a non-equilibrium geometry.

charge	-1
orbital gap	6.973	eV

The geometry in XYZ format:
```
16
Properties=species:S:1:pos:R:3:mulliken_charge:R:1
C -1.74 0.86 0.13 -1.225
C -1.03 -0.27 0.87 0.448
C -0.22 -1.25 0.02 -1.000
S 1.43 -0.61 -0.34 -0.688
N -0.43 -0.01 2.25 -0.772
H -1.66 1.86 0.56 0.300
H -2.81 0.68 -0.12 0.321
H -1.38 1.00 -0.90 0.317
H -2.01 -0.66 1.19 0.072
H -0.12 -2.18 0.60 0.342
H -0.83 -1.53 -0.85 0.379
H 0.32 -0.70 2.22 0.354
H 0.07 0.86 2.07 0.269
H 1.14 0.61 -2.15 0.258
H 0.92 1.92 -1.56 0.305
O 0.62 1.45 -2.34 -0.680
```

=====

The following is a DFT calculation (ωB97M-V/def2-TZVPD) of a 2-piece molecular cluster, C5H10NO2 overall in a non-equilibrium geometry.

charge	+1
orbital gap	11.368	eV

The geometry in XYZ format:
```
18
Properties=species:S:1:pos:R:3:mulliken_charge:R:1
C 1.23 1.01 -0.83 0.861
C 1.35 2.92 -2.11 -0.575
C -0.65 -1.16 0.77 0.868
C -2.03 -1.09 1.32 -1.233
C 0.15 -2.29 1.26 -1.224
N -0.22 -0.23 -0.06 -0.533
O 2.20 0.58 -0.38 -0.217
O 0.58 1.78 -1.54 -0.221
H 0.95 3.03 -3.04 0.267
H 2.41 2.53 -2.30 0.356
H -2.56 -1.99 1.05 0.354
H -2.63 -0.28 0.90 0.392
H -2.12 -1.11 2.40 0.326
H 0.40 -2.92 0.46 0.379
H -0.41 -3.03 1.76 0.394
H 1.04 -1.91 1.86 0.299
H 1.23 3.78 -1.43 0.294
H -0.92 0.42 -0.10 0.213
```

=====

Copy entry 12 word for word.
The following is a DFT calculation (ωB97M-V/def2-TZVPD) of a 2-piece molecular cluster, C5H10NO2 overall in a non-equilibrium geometry.

charge	+1
orbital gap	11.368	eV

The geometry in XYZ format:
```
18
Properties=species:S:1:pos:R:3:mulliken_charge:R:1
C 1.23 1.01 -0.83 0.861
C 1.35 2.92 -2.11 -0.575
C -0.65 -1.16 0.77 0.868
C -2.03 -1.09 1.32 -1.233
C 0.15 -2.29 1.26 -1.224
N -0.22 -0.23 -0.06 -0.533
O 2.20 0.58 -0.38 -0.217
O 0.58 1.78 -1.54 -0.221
H 0.95 3.03 -3.04 0.267
H 2.41 2.53 -2.30 0.356
H -2.56 -1.99 1.05 0.354
H -2.63 -0.28 0.90 0.392
H -2.12 -1.11 2.40 0.326
H 0.40 -2.92 0.46 0.379
H -0.41 -3.03 1.76 0.394
H 1.04 -1.91 1.86 0.299
H 1.23 3.78 -1.43 0.294
H -0.92 0.42 -0.10 0.213
```